(1)
Below is a structure of composition C6H7NO2S2 at a distorted geometry, with properties calculated with ωB97M-V with the def2-TZVPD basis set.

```
18
Properties=species:S:1:pos:R:3:nbo_charge:R:1
C 3.132 1.034 -0.179 -0.12
C 1.777 0.685 0.134 -0.23
C 0.749 1.562 0.113 -0.19
C -0.738 1.430 0.424 -0.27
C -1.080 0.088 0.167 -0.15
C -2.563 -0.347 -0.339 -0.03
H 3.262 -0.914 -0.658 0.47
H 3.406 1.949 -0.787 0.21
H 3.716 1.359 0.795 0.17
H 1.285 2.397 -0.571 0.24
H -1.590 2.107 0.514 0.27
H -2.910 -1.373 -0.609 0.23
H -5.475 0.825 0.158 0.47
N -3.534 0.725 0.036 -0.10
O 3.697 -0.061 -0.950 -0.73
O -4.736 -0.045 -0.263 -0.56
S -0.086 -1.375 -0.269 0.19
S 1.567 -0.956 0.812 0.12
```

Summary:
Energy, eV: -33583.387
Net charge: 0
HOMO-LUMO gap, eV: 7.393
Relative energy (zero: lowest compared OMol25 entry of this formula, charge and spin), eV: 6.526


(2)
Below is the ion C27H33F3NO2Si2 with charge +1 at a distorted geometry, with properties calculated with ωB97M-V with the def2-TZVPD basis set.

```
68
Properties=species:S:1:pos:R:3:nbo_charge:R:1
C 3.516 3.061 -1.038 -1.17
Si 2.973 1.567 -0.100 1.90
C 2.836 0.097 -1.228 -1.18
C 4.019 1.270 1.415 -1.15
O 1.442 1.806 0.620 -0.71
N 0.340 1.520 -0.296 0.14
O -0.526 2.590 -0.134 -0.67
Si -0.203 3.719 1.141 1.88
C 1.196 4.859 0.677 -1.16
C -1.786 4.718 1.103 -1.15
C 0.015 2.903 2.799 -1.16
C -0.307 0.339 0.132 0.47
C 0.317 -0.955 0.227 -0.56
C -1.716 0.572 0.395 -0.21
C -2.414 0.057 1.516 -0.13
C -3.681 0.578 1.811 -0.24
C -4.305 1.490 0.954 -0.12
C -3.676 1.860 -0.229 -0.27
C -2.391 1.420 -0.491 0.00
H 4.494 2.814 -1.471 0.26
H 2.830 3.289 -1.861 0.25
H 3.625 3.954 -0.416 0.26
H 3.468 0.337 -2.108 0.27
H 3.209 -0.839 -0.781 0.24
H 1.795 -0.025 -1.552 0.25
H 5.014 0.880 1.114 0.26
H 4.138 2.223 1.955 0.25
H 3.532 0.533 2.071 0.25
H 0.912 5.885 0.964 0.26
H 2.130 4.625 1.208 0.24
H 1.377 4.843 -0.404 0.25
H -1.601 5.590 1.754 0.25
H -2.005 5.071 0.079 0.25
H -2.652 4.151 1.477 0.24
H -0.200 3.685 3.552 0.25
H -0.695 2.081 2.948 0.24
H 1.041 2.538 2.957 0.25
H -0.152 -1.476 1.101 0.29
H 1.413 -0.854 0.346 0.25
H -1.946 -0.711 2.147 0.23
H -4.203 0.230 2.704 0.24
H -5.317 1.860 1.185 0.24
H -4.150 2.495 -0.973 0.24
H -1.933 1.624 -1.453 0.22
F -4.290 -3.565 0.217 -0.32
C -2.982 -3.697 0.635 0.42
C -2.734 -4.203 1.911 -0.34
C -1.399 -4.281 2.297 0.44
F -1.126 -4.712 3.577 -0.32
C -0.343 -3.877 1.498 -0.31
C -0.634 -3.314 0.228 -0.05
C 0.424 -2.629 -0.542 -0.09
C 0.508 -3.016 -1.979 -0.10
C 1.651 -2.643 -2.735 -0.20
C 1.874 -3.156 -4.005 -0.17
C 1.004 -4.085 -4.594 -0.24
C -0.084 -4.488 -3.827 0.38
F -0.958 -5.415 -4.343 -0.32
C -0.349 -3.993 -2.560 -0.22
C -1.968 -3.264 -0.215 -0.27
H -3.545 -4.506 2.562 0.27
H 0.692 -3.987 1.831 0.25
H 1.503 -2.745 -0.106 0.24
H 2.432 -2.011 -2.287 0.22
H 2.753 -2.841 -4.580 0.23
H 1.153 -4.493 -5.593 0.25
H -1.156 -4.457 -1.986 0.24
H -2.197 -2.897 -1.223 0.24
```

Summary:
Energy, eV: -58018.641
Net charge: +1
HOMO-LUMO gap, eV: 6.673
SMILES: C[Si](C)(C)O[N+](O[Si](C)(C)C)=C(C[C@H](c1cccc(F)c1)c1cc(F)cc(F)c1)c1ccccc1


(3)
Below is a structure of composition CH2N2OS at a distorted geometry, with properties calculated with ωB97M-V with the def2-TZVPD basis set.

```
7
Properties=species:S:1:pos:R:3:nbo_charge:R:1
C -0.750 0.710 -0.173 0.20
N 0.856 -1.420 0.114 -0.07
N -0.317 1.808 -0.374 -0.67
O 1.298 -2.350 0.703 -0.28
S -1.338 -0.650 0.280 0.15
H 1.067 -0.470 0.537 0.24
H -0.817 2.372 -1.087 0.42
```

Summary:
Energy, eV: -16928.197
Net charge: 0
HOMO-LUMO gap (alpha / beta), eV: 8.283 / 8.282
Relative energy (zero: lowest compared OMol25 entry of this formula, charge and spin), eV: 2.119


(4)
Below is a cluster of 2 separate species, C4H8O2 in total, with properties calculated with ωB97M-V with the def2-TZVPD basis set.

```
14
Properties=species:S:1:pos:R:3:nbo_charge:R:1
C -0.343 2.055 0.270 -0.63
C -0.278 0.607 -0.129 0.05
C -1.079 -0.415 0.543 -0.12
O 0.309 -0.276 0.828 -0.51
C 1.433 -2.050 -0.649 0.30
O 1.296 -1.624 -1.771 -0.54
H -1.078 2.592 -0.338 0.22
H -0.626 2.143 1.323 0.22
H 0.630 2.536 0.133 0.22
H 0.037 0.392 -1.152 0.20
H -1.743 -0.130 1.359 0.18
H 0.676 -2.702 -0.172 0.10
H -1.355 -1.325 0.009 0.18
H 2.330 -1.846 -0.039 0.12
```

Summary:
Energy, eV: -8370.601
Net charge: 0
HOMO-LUMO gap, eV: 10.951
SMILES: C[C@@H]1CO1.C=O
Relative energy (zero: lowest compared OMol25 entry of this formula, charge and spin), eV: 2.680


(5)
Below is a cluster of 3 separate species, C3H10NO4 in total at a distorted geometry, with properties calculated with ωB97M-V with the def2-TZVPD basis set.

```
18
Properties=species:S:1:pos:R:3:nbo_charge:R:1
C 1.091 0.839 -0.945 -0.21
C 0.669 -0.639 -0.829 -0.52
C -0.739 -0.680 -0.223 0.75
O -0.818 -0.332 0.990 -0.81
O -1.695 -0.968 -0.972 -0.78
N 1.245 1.492 0.393 -0.88
H 0.377 1.378 -1.573 0.17
H 2.067 0.858 -1.441 0.17
H 1.460 -1.126 -0.256 0.20
H 0.657 -1.086 -1.823 0.21
H 0.979 2.461 0.238 0.34
H 0.452 1.078 0.913 0.42
H 2.945 1.277 0.679 0.50
H 4.048 2.253 0.441 0.44
O 3.939 1.373 0.826 -1.00
H -4.116 -0.970 -0.085 0.47
H -3.119 -1.705 0.711 0.50
O -4.076 -1.632 0.615 -0.98
```

Summary:
Energy, eV: -12955.643
Net charge: -1
HOMO-LUMO gap, eV: 8.624
Relative energy (zero: lowest compared OMol25 entry of this formula, charge and spin), eV: 0.670


(6)
Below is a cluster of 3 separate species, C4H13NS in total at a distorted geometry, with properties calculated with ωB97M-V with the def2-TZVPD basis set.

```
19
Properties=species:S:1:pos:R:3:nbo_charge:R:1
C -2.115 1.587 0.355 -0.45
N -1.399 2.829 -0.025 -0.84
H -1.655 1.079 1.224 0.20
H -3.089 1.896 0.770 0.21
H -2.240 0.896 -0.511 0.20
H -0.217 0.820 0.227 0.10
H -1.965 3.347 -0.707 0.36
H -0.508 2.508 -0.515 0.36
C 2.074 -1.061 1.414 -0.62
C 0.628 -1.511 1.091 -0.40
C 0.304 -1.757 -0.389 -0.54
S 0.381 -0.204 -1.336 -0.06
H 2.797 -1.881 1.347 0.21
H 2.142 -0.592 2.413 0.21
H 2.378 -0.322 0.684 0.22
H 0.398 -2.411 1.668 0.21
H -0.077 -0.770 1.487 0.20
H -0.691 -2.295 -0.534 0.22
H 1.085 -2.361 -0.836 0.22
```

Summary:
Energy, eV: -16681.357
Net charge: 0
HOMO-LUMO gap, eV: 8.655
Relative energy (zero: lowest compared OMol25 entry of this formula, charge and spin), eV: 2.733


- Which value of net charge does entry 4 give?
  0


- The lowest net charge belongs to which entry?
  C3H10NO4